(1)
Molecular formula: C35H52AsOP3Tl
Method: DFT, ωB97M-V/def2-TZVPD

Cartesian coordinates (Å):
Tl1 0.2136 -0.8679 -3.1008
P1 1.7707 -3.7849 -1.7011
P2 2.1311 0.4242 0.0212
P3 -2.0862 0.7965 -1.1151
H1 1.5563 3.6650 -1.6750
C1 0.5379 3.7842 -1.2895
C2 0.2894 4.5136 -0.1891
H2 1.1033 4.9315 0.4132
C3 2.9085 -3.8352 -3.0900
C4 2.5625 -4.4722 -0.2520
C5 0.2804 -4.6971 -2.1224
C6 2.5382 1.9251 1.0005
C7 3.4084 -0.6872 0.7444
C8 3.0045 0.8850 -1.5272
C9 -2.4629 2.2322 -0.0310
C10 -3.2702 -0.4632 -0.4821
C11 -2.9972 1.3336 -2.6103
H3 -0.2608 3.3635 -1.9105
H4 -0.7202 4.8335 0.0892
H5 2.7414 -4.7552 -3.6701
H6 3.9426 -3.8284 -2.7186
H7 2.7595 -2.9649 -3.7459
H8 2.2659 -5.5209 -0.1280
H9 2.2807 -3.9177 0.6509
H10 3.6533 -4.4278 -0.3696
H11 0.5406 -5.5882 -2.7132
H12 -0.4000 -4.0654 -2.7123
H13 -0.2339 -5.0071 -1.2033
H14 3.6131 2.1308 0.9044
H15 2.2980 1.7607 2.0573
H16 1.9667 2.7881 0.6334
H17 4.3809 -0.1765 0.7343
H18 3.4779 -1.6116 0.1574
H19 3.1429 -0.9468 1.7760
H20 4.0151 1.2384 -1.2811
H21 2.4563 1.6834 -2.0446
H22 3.0806 0.0147 -2.1945
H23 -3.3403 2.7587 -0.4293
H24 -1.6108 2.9260 -0.0303
H25 -2.6672 1.9142 0.9984
H26 -4.2602 -0.2748 -0.9183
H27 -3.3335 -0.4594 0.6152
H28 -2.9217 -1.4550 -0.8046
H29 -3.9382 0.7755 -2.6952
H30 -2.3833 1.1438 -3.5089
H31 -3.2045 2.4093 -2.5453
C12 -0.5124 1.0784 -5.8346
C13 0.4505 0.4068 -6.6564
C14 0.7433 0.8912 -7.9207
C15 0.1397 2.0659 -8.3913
C16 -0.7657 2.7676 -7.5797
C17 -1.0805 2.3017 -6.3137
O1 -0.8976 0.5667 -4.7060
H32 1.4183 -2.4248 -1.4351
H33 0.8985 -0.5085 -6.2640
H34 1.4444 0.3438 -8.5547
H35 0.3760 2.4322 -9.3908
H36 -1.2352 3.6830 -7.9428
H37 -1.7852 2.8209 -5.6643
C18 -0.7632 3.7190 5.1853
C19 -0.4248 3.9159 3.8409
C20 -0.3524 2.8280 2.9652
C21 -0.6158 1.5335 3.4473
C22 -0.9442 1.3355 4.7929
C23 -1.0192 2.4293 5.6629
As1 -0.5516 0.0110 2.1885
C24 0.7585 -1.0830 3.1931
C25 0.9315 -2.4240 2.8068
C26 1.8614 -3.2270 3.4714
C27 2.6554 -2.6846 4.4890
C28 2.5234 -1.3374 4.8325
C29 1.5878 -0.5293 4.1756
C30 -2.2317 -0.7720 2.8878
C31 -2.3871 -2.1642 2.9417
C32 -3.6281 -2.7153 3.2774
C33 -4.7156 -1.8831 3.5647
C34 -4.5593 -0.4943 3.5249
C35 -3.3198 0.0641 3.1944
H38 -0.8273 4.5741 5.8606
H39 -0.2168 4.9187 3.4632
H40 -0.0997 2.9837 1.9128
H41 -1.1490 0.3281 5.1653
H42 -1.2811 2.2683 6.7104
H43 0.3329 -2.8427 1.9935
H44 1.9580 -4.2812 3.2002
H45 3.3784 -3.3155 5.0094
H46 3.1431 -0.9064 5.6208
H47 1.4956 0.5227 4.4486
H48 -1.5414 -2.8179 2.7393
H49 -3.7410 -3.8006 3.3138
H50 -5.6843 -2.3159 3.8213
H51 -5.3986 0.1642 3.7566
H52 -3.1976 1.1496 3.2100

Summary:
* energy relative to the best compared isomer or geometry (same formula, charge and spin): 71.4 kJ/mol
* net charge: +3
* gap between HOMO and LUMO (spin up / spin down): 6.190 / 4.695 eV
* LUMO energy (spin up / spin down): -9.452 / -10.823 eV

(2)
Molecular formula: C35H52N2O3RuSeSi3
Method: DFT, ωB97M-V/def2-TZVPD

Cartesian coordinates (Å):
Ru1 0.6697 0.2241 0.0299
O1 1.4921 2.1310 0.7265
C1 2.3224 2.3379 1.6938
C2 2.0586 3.3190 2.6806
C3 2.9495 3.5584 3.6994
C4 4.1629 2.8639 3.7884
C5 4.4530 1.9220 2.8267
C6 3.5523 1.6305 1.7965
C7 3.9304 0.6686 0.7886
N1 3.1382 0.1227 -0.0523
C8 3.7225 -0.5829 -1.1782
C9 3.0837 0.0113 -2.4350
N2 1.6646 -0.2282 -2.2901
C10 1.0097 -0.8292 -3.1897
C11 -0.2895 -1.4350 -2.8023
C12 -1.1559 -2.0308 -3.8662
C13 -2.2316 -2.7675 -3.5593
C14 -2.6884 -3.1569 -2.2111
C15 -2.5204 -2.5882 -1.0064
C16 -2.0412 -1.2125 -0.5525
O2 -0.8124 -1.2653 0.1873
H1 1.1181 3.8520 2.6156
H2 2.7050 4.3019 4.4503
H3 4.8558 3.0661 4.5943
H4 5.3890 1.3730 2.8665
H5 5.0056 0.4526 0.7199
H6 3.4659 -1.6460 -1.1235
H7 4.8143 -0.4819 -1.2018
H8 3.4860 -0.4428 -3.3495
H9 3.2743 1.0874 -2.4539
H10 1.4598 -1.0550 -4.1675
H11 -0.9353 -1.8398 -4.9152
H12 -2.8050 -3.1843 -4.3816
H13 -3.1857 -4.1247 -2.1980
H14 -2.8430 -3.1964 -0.1595
C17 -1.8768 2.1495 2.5261
O3 -1.4641 1.7242 1.2543
Si1 -1.5689 2.5453 -0.1843
C18 -3.3990 2.9055 -0.4937
C19 -0.7618 4.2264 0.0796
C20 -0.7284 1.4540 -1.4040
Si2 -1.5230 -0.1081 -1.9669
C21 0.3086 -2.6554 -2.0037
C22 -3.1703 -0.7183 0.3585
C23 -2.9583 0.2659 -3.1471
Si3 -0.0696 2.4902 -2.8018
C24 -1.3686 3.7418 -3.4054
C25 0.2858 1.6334 -4.4686
C26 1.5051 3.4386 -2.3677
H15 -2.1293 3.2166 2.5465
H16 -1.0758 1.9555 3.2424
H17 -2.7612 1.5851 2.8432
H18 -3.7384 3.7436 0.1225
H19 -4.0159 2.0375 -0.2501
H20 -3.5878 3.1687 -1.5367
H21 -1.1472 4.6291 1.0229
H22 -0.9949 4.9590 -0.6921
H23 0.3183 4.1244 0.1748
H24 0.8642 -2.3352 -1.1334
H25 0.9979 -3.1745 -2.6832
H26 -0.4370 -3.3659 -1.6790
H27 -2.8851 0.2066 0.8504
H28 -3.3593 -1.4655 1.1364
H29 -4.0970 -0.5696 -0.2063
H30 -2.6438 0.5088 -4.1649
H31 -3.4639 1.1466 -2.7427
H32 -3.6737 -0.5542 -3.2067
H33 -2.1776 3.2010 -3.9066
H34 -0.9073 4.4045 -4.1452
H35 -1.8192 4.3665 -2.6379
H36 -0.3614 0.7807 -4.6877
H37 1.3235 1.3160 -4.5735
H38 0.0962 2.3810 -5.2449
H39 1.2751 4.4662 -2.0780
H40 2.1797 3.4781 -3.2283
H41 2.0187 2.9759 -1.5226
C27 -0.6867 -6.1652 3.9679
C28 -0.3125 -4.7444 3.6399
C29 0.7025 -4.4528 2.7427
C30 1.0623 -3.1433 2.4352
C31 2.1798 -2.9001 1.4649
C32 0.3926 -2.0741 3.0421
Se1 0.8588 -0.2528 2.7024
C33 -0.6455 -2.3555 3.9484
C34 -1.4334 -1.2533 4.5976
C35 -0.9745 -3.6755 4.2321
H42 -0.1355 -6.8692 3.3430
H43 -1.7528 -6.3441 3.8097
H44 -0.4693 -6.4076 5.0114
H45 1.2331 -5.2669 2.2565
H46 2.5078 -3.8339 1.0029
H47 3.0297 -2.4198 1.9568
H48 1.8510 -2.2203 0.6796
H49 -1.9799 -0.6799 3.8445
H50 -0.7839 -0.5405 5.1082
H51 -2.1445 -1.6640 5.3170
H52 -1.7825 -3.8713 4.9320

Summary:
* energy relative to the best compared isomer or geometry (same formula, charge and spin): 0.0 kJ/mol
* net charge: -1
* spin multiplicity: 6
* ⟨S²⟩: 8.763
* gap between HOMO and LUMO (spin up / spin down): 6.112 / 6.169 eV
* LUMO energy (spin up / spin down): 2.641 / 2.190 eV

(3)
Molecular formula: C35H53CdN4OP2
Method: DFT, ωB97M-V/def2-TZVPD

Cartesian coordinates (Å):
C1 -1.1856 2.1441 2.0269
C2 -1.1496 2.7794 -0.2243
C3 -1.8359 3.3324 2.3829
C4 -1.7120 4.0198 0.0692
C5 -2.0864 4.2847 1.3907
H1 -2.0924 3.4864 3.4268
H2 -1.8762 4.7384 -0.7374
H3 -2.5463 5.2394 1.6404
N1 -1.0011 1.8418 0.7327
P1 0.7672 0.1617 2.4733
P2 -1.0273 0.7546 -2.2561
C6 -0.6415 1.1843 3.0913
H4 -0.3122 1.7621 3.9723
H5 -1.4565 0.5136 3.4207
C7 1.5240 -2.3251 -0.4256
O1 2.0102 -3.2835 -0.8308
C8 -0.5506 2.4698 -1.5798
H6 -0.7954 3.2359 -2.3274
C9 -0.0931 0.5575 -3.8963
C10 -2.8712 0.7625 -2.5674
C11 2.2474 1.3028 2.7580
C12 0.8345 -1.3705 3.5807
C13 1.1500 -0.3020 -3.5905
H7 0.8554 -1.3022 -3.2335
H8 1.7234 -0.4254 -4.5213
H9 1.8026 0.1511 -2.8333
C14 -0.9142 -0.2182 -4.9331
H10 -1.1862 -1.2181 -4.5742
H11 -1.8104 0.3249 -5.2535
H12 -0.2729 -0.3480 -5.8168
C15 0.3302 1.9042 -4.5001
H13 0.7056 1.7078 -5.5177
H14 -0.5060 2.6117 -4.5958
H15 1.1450 2.3773 -3.9386
C16 -3.2566 -0.7067 -2.8914
H16 -2.5384 -1.4314 -2.4827
H17 -4.2297 -0.9394 -2.4356
H18 -3.3393 -0.8819 -3.9704
C17 -3.6109 1.1634 -1.2769
H19 -3.2446 0.6036 -0.4086
H20 -3.5301 2.2370 -1.0672
H21 -4.6796 0.9208 -1.4005
C18 -3.2723 1.7321 -3.7007
H22 -2.4581 2.3569 -4.0878
H23 -3.7151 1.1770 -4.5376
H24 -4.0528 2.4141 -3.3318
C19 2.0430 -2.2094 3.1232
H25 1.9386 -3.2281 3.5349
H26 2.0990 -2.2977 2.0246
H27 2.9902 -1.8028 3.5010
C20 -0.4243 -2.2235 3.3677
H28 -1.3381 -1.7155 3.7046
H29 -0.5527 -2.5112 2.3191
H30 -0.3125 -3.1475 3.9594
C21 0.9407 -1.0395 5.0763
H31 0.4999 -1.8714 5.6507
H32 1.9832 -0.9582 5.4076
H33 0.3982 -0.1301 5.3666
C22 2.1183 2.6065 1.9332
H34 2.5283 3.4453 2.5213
H35 2.6862 2.5261 0.9998
H36 1.0895 2.8667 1.6587
C23 3.5055 0.5778 2.2600
H37 3.3903 0.2674 1.2118
H38 4.3316 1.3003 2.3141
H39 3.7803 -0.2837 2.8747
C24 2.3889 1.6614 4.2419
H40 1.4990 2.1489 4.6570
H41 2.6561 0.8037 4.8672
H42 3.2138 2.3794 4.3239
Cd1 0.1513 -0.2156 -0.0207
N2 1.5813 1.3592 -0.8632
C25 1.0261 2.3822 -1.3535
C26 1.8551 3.5984 -1.7673
C27 3.2237 3.3819 -1.9731
C28 1.3240 4.8841 -1.9677
C29 4.0454 4.4176 -2.4307
H43 3.6188 2.3838 -1.7683
C30 2.1534 5.9347 -2.3875
H44 0.2642 5.0705 -1.7778
C31 3.5144 5.6989 -2.6343
H45 5.1006 4.2181 -2.6173
H46 1.7366 6.9357 -2.5150
H47 4.1529 6.5141 -2.9676
C32 -3.2902 -4.7621 0.0431
N3 -2.9262 -3.3775 0.3144
C33 -3.6393 -2.5036 1.1299
C34 -2.9501 -1.3256 1.1471
N4 -1.7998 -1.4710 0.3656
C35 -1.8436 -2.7119 -0.1441
H48 -3.3639 -5.3279 0.9838
H49 -4.2689 -4.8103 -0.4573
H50 -2.5227 -5.2080 -0.5970
H51 -4.5586 -2.7984 1.6086
H52 -3.2138 -0.4064 1.6617
H53 -1.1308 -3.1587 -0.8334

Summary:
* net charge: +1
* gap between HOMO and LUMO: 7.071 eV
* LUMO energy: -2.247 eV

(4)
Molecular formula: C35H53ClF18N3O16S
Method: DFT, ωB97M-V/def2-TZVPD

Cartesian coordinates (Å):
C1 4.7721 -3.1639 -2.2353
C2 4.2712 -3.1952 -3.6477
O1 4.9057 -2.8065 -4.5814
O2 3.0477 -3.7692 -3.8720
C3 1.9380 -3.2031 -3.1883
C4 1.6704 -1.7824 -3.6686
N1 0.6216 -1.7315 -4.7309
C5 -0.1679 -0.6002 -4.7023
N2 0.1923 0.6120 -5.1177
C6 1.4331 0.8711 -5.8871
C7 2.3427 1.9558 -5.2617
C8 2.3742 2.0850 -3.7284
C9 2.6969 3.5546 -3.3937
C10 3.4634 1.2114 -3.0724
N3 -1.4029 -0.7320 -4.1589
Cl1 -1.9915 -2.2432 -3.6831
S1 -2.4627 0.6418 -3.9450
C11 -3.8018 0.0243 -3.0033
O3 -1.7335 1.5945 -3.1701
O4 -2.8769 0.9759 -5.2767
H1 5.0289 -4.1735 -1.9130
H2 4.0666 -2.7200 -1.5346
H3 5.6788 -2.5601 -2.2316
H4 2.0991 -3.1979 -2.1072
H5 1.0765 -3.8381 -3.3893
H6 1.3097 -1.1792 -2.8307
H7 2.5844 -1.3105 -4.0304
H8 1.0144 -1.8401 -5.6617
H9 -0.5877 1.1309 -5.5195
H10 1.9915 -0.0436 -6.0832
H11 1.1098 1.2467 -6.8589
H12 3.3556 1.7559 -5.6110
H13 2.0037 2.9090 -5.6697
H14 1.4004 1.8739 -3.2776
H15 1.9994 4.2365 -3.8847
H16 2.6728 3.7227 -2.3179
H17 3.7009 3.7963 -3.7531
H18 4.3359 1.1282 -3.7214
H19 3.7991 1.7100 -2.1605
H20 3.1155 0.2279 -2.7584
H21 -3.4415 -0.4365 -2.0851
H22 -4.4357 -0.6358 -3.5891
H23 -4.3318 0.9495 -2.7622
C12 -6.3991 -0.7678 -6.0814
C13 -5.4239 -1.9068 -6.2859
O5 -5.9715 -3.1593 -5.8413
C14 -6.7934 -3.7913 -6.6769
O6 -7.1437 -3.4342 -7.7568
C15 -7.2261 -5.1156 -6.0135
F1 -7.4849 -4.8916 -4.7177
F2 -6.2193 -5.9963 -6.0818
F3 -8.2906 -5.6284 -6.5980
H24 -6.7313 -0.7277 -5.0421
H25 -5.9253 0.1795 -6.3385
H26 -7.2812 -0.8925 -6.7071
H27 -4.5354 -1.7678 -5.6698
H28 -5.1100 -1.9812 -7.3262
C16 -6.5616 -5.4776 -1.8190
C17 -5.3241 -4.6398 -2.0361
O7 -4.9203 -3.9151 -0.8524
C18 -4.1994 -4.5908 0.0301
O8 -3.8467 -5.7278 -0.0355
C19 -3.7913 -3.6457 1.1792
F4 -4.8133 -2.8903 1.5808
F5 -2.8133 -2.8271 0.7448
F6 -3.3318 -4.3337 2.2126
H29 -7.3848 -4.8663 -1.4491
H30 -6.8503 -5.9283 -2.7613
H31 -6.3853 -6.2769 -1.0999
H32 -5.5157 -3.8643 -2.7769
H33 -4.4892 -5.2475 -2.3856
C20 9.8566 2.2185 -1.7228
C21 8.8030 1.1357 -1.6877
O9 7.8041 1.4111 -0.6757
C22 6.8436 2.2477 -1.0140
O10 6.6788 2.7937 -2.0645
C23 5.8586 2.4077 0.1635
F7 6.4912 2.5657 1.3238
F8 5.0876 1.3086 0.2495
F9 5.0623 3.4524 -0.0367
H34 10.3084 2.3423 -0.7389
H35 10.6367 1.9511 -2.4339
H36 9.4286 3.1740 -2.0238
H37 9.2308 0.1789 -1.3992
H38 8.3124 1.0167 -2.6528
C24 5.2604 4.1829 3.8540
C25 5.2770 2.8943 4.6445
O11 6.0336 3.0367 5.8632
C26 5.3873 3.5815 6.8833
O12 4.2555 3.9608 6.9026
C27 6.3132 3.6263 8.1183
F10 7.5349 4.0527 7.7909
F11 6.4202 2.3967 8.6371
F12 5.8112 4.4351 9.0406
H39 6.2775 4.5210 3.6547
H40 4.7506 4.0305 2.9038
H41 4.7449 4.9723 4.3997
H42 5.7816 2.1040 4.0929
H43 4.2695 2.5550 4.8818
C28 -2.9007 -1.3722 4.0347
C29 -3.0314 -0.4480 5.2230
O13 -2.5331 0.8718 4.9057
C30 -3.3603 1.6699 4.2542
O14 -4.4736 1.4318 3.8917
C31 -2.6912 3.0481 4.0635
F13 -1.4253 2.9251 3.6548
F14 -2.6962 3.6877 5.2384
F15 -3.3537 3.7748 3.1726
H44 -1.8675 -1.4008 3.6866
H45 -3.2052 -2.3812 4.3090
H46 -3.5262 -1.0350 3.2087
H47 -2.4210 -0.7835 6.0577
H48 -4.0628 -0.3746 5.5646
C32 -3.2528 3.3300 8.2344
C33 -4.1508 2.1514 8.5336
O15 -3.4053 1.0507 9.0965
C34 -3.1666 1.1129 10.3979
O16 -3.4994 1.9712 11.1565
C35 -2.4009 -0.1533 10.8397
F16 -1.4170 -0.4473 9.9833
F17 -3.2443 -1.1929 10.8797
F18 -1.8787 0.0177 12.0450
H49 -2.4270 3.0243 7.5957
H50 -3.8212 4.1083 7.7276
H51 -2.8333 3.7495 9.1482
H52 -4.5852 1.7493 7.6197
H53 -4.9654 2.4214 9.2039

Summary:
* net charge: +1
* gap between HOMO and LUMO: 8.654 eV
* LUMO energy: -3.700 eV

- Look up the net charge of the third one.
  +1